ORCA calculation (the ωB97M-V functional and the def2-TZVPD basis) on 10 unconnected molecules or ions with the total composition C32H68NO20S at a distorted geometry.

2S+1 = 1
electronic energy = -87549.81762 eV
total charge = -1
relative energy (zero: lowest compared OMol25 entry of this formula, charge and spin) = 0.0 kJ/mol
strongest force on any atom = 14.59 eV/A

Last column: Mulliken charge in e.
CARTESIAN COORDINATES (ANGSTROEM)
S: -0.722 -3.541 0.843  0.723
O: -2.089 1.091 -1.355  -0.048
O: -1.218 -3.192 -0.475  -0.617
O: 2.198 0.703 4.965  -0.084
O: -5.344 -3.033 -0.598  -0.134
O: -1.279 0.912 2.301  -0.047
O: 2.889 4.006 1.447  -0.443
O: -0.950 -4.916 1.179  -0.810
O: -1.352 -2.717 1.779  -0.709
O: 1.479 2.584 0.394  -0.435
O: -2.951 3.163 -1.024  -0.396
O: -3.342 -4.622 -3.663  -0.528
O: 5.652 -0.706 -0.131  -0.384
O: 1.648 -0.872 -2.933  -0.475
O: -2.667 -2.730 -4.893  -0.394
O: 0.686 -3.255 0.901  -0.636
O: 3.502 -0.146 0.141  -0.123
O: -6.218 -1.031 0.079  -0.675
O: -1.576 1.662 4.315  -0.411
O: 0.873 -1.165 5.267  -0.568
O: 3.183 -1.878 -4.227  -0.343
N: 0.177 -0.387 -0.225  1.539
C: -3.856 -1.285 0.422  0.429
C: -6.586 -3.499 -1.048  -0.293
C: 3.558 -0.758 -4.992  -0.142
C: -1.979 2.646 -3.119  -1.168
C: 3.681 2.901 1.995  1.139
C: 4.432 3.491 3.202  -1.743
C: 3.107 -1.076 -6.480  -1.569
C: -3.641 2.920 0.243  1.935
C: 5.765 0.468 -2.276  -0.720
C: -1.953 -2.292 -3.675  0.223
C: 1.723 -0.566 3.172  0.551
C: -6.318 -4.530 -2.028  -0.858
C: 2.167 -3.079 -2.439  -0.758
C: 1.717 3.728 0.738  0.811
C: 4.290 -2.460 0.733  -0.981
C: 1.489 -0.416 4.600  0.004
C: -3.308 -3.935 -4.750  0.809
C: 4.462 -0.972 0.173  0.626
C: -0.749 2.851 4.106  0.629
C: -2.309 -0.530 3.923  -1.157
C: -1.655 0.831 3.375  0.493
C: -3.821 4.202 0.985  -1.375
C: 5.973 0.508 -0.797  -0.389
C: -2.333 2.218 -1.774  0.649
C: 2.288 -1.820 -3.146  0.819
C: 1.076 4.857 0.243  -1.347
C: -4.028 -4.344 -6.001  -1.222
C: -1.364 -0.925 -4.076  -0.923
C: -0.796 3.762 5.379  -1.439
C: 1.979 1.099 6.302  0.025
C: 2.689 2.452 6.493  -1.368
C: -5.204 -1.730 -0.084  0.302
H: -1.307 -2.785 -3.047  0.372
H: -3.238 -4.494 -6.797  0.353
H: 0.734 1.246 6.399  0.100
H: -7.183 -5.200 -2.278  0.413
H: 5.142 4.158 2.581  0.408
H: -4.464 3.999 1.893  0.371
H: -4.806 -3.754 -6.397  0.315
H: 4.454 -2.420 1.850  0.323
H: 0.718 -0.857 2.993  -0.130
H: 5.823 1.400 -0.323  0.120
H: -1.359 3.040 3.159  0.150
H: -2.863 -1.983 -3.073  -0.049
H: -0.630 -0.599 -3.383  -0.100
H: -3.466 -1.797 1.259  0.230
H: -1.101 2.044 -3.653  0.138
H: 4.865 -3.122 0.090  0.382
H: -0.737 2.999 6.284  0.247
H: 1.565 5.247 -0.492  0.466
H: -2.037 -0.062 -3.955  0.247
H: 2.442 3.258 5.675  0.042
H: 0.053 4.429 5.356  0.309
H: -4.507 4.941 0.307  0.298
H: 0.337 2.552 4.063  -0.176
H: 4.971 2.759 3.831  0.195
H: -1.685 4.287 5.470  0.476
H: 2.348 0.185 7.011  0.318
H: 3.081 2.007 2.373  -0.218
H: -3.322 -0.195 3.939  0.617
H: 3.612 2.378 6.299  0.600
H: 3.992 4.156 3.663  0.713
H: 1.816 0.404 2.672  -0.328
H: -2.430 -1.204 3.033  0.091
H: 6.242 -0.434 -2.703  0.284
H: 0.960 -3.344 -2.430  0.009
H: -0.823 -0.863 -4.954  0.584
H: 0.849 5.475 1.155  0.339
H: 2.563 2.864 7.450  0.436
H: 6.239 1.424 -2.890  0.328
H: 4.382 2.743 1.135  -0.085
H: -3.026 2.488 0.680  -1.488
H: 0.218 0.556 -0.076  0.275
H: 3.553 -1.968 -6.706  0.431
H: 1.172 -0.743 -0.086  -0.090
H: 2.482 -1.203 2.804  0.169
H: -5.493 -5.162 -1.737  0.304
H: -7.439 -2.841 -1.415  0.270
H: 4.732 0.500 -2.455  0.091
H: 3.179 -2.621 0.738  0.170
H: -1.843 -0.850 4.867  0.285
H: -0.252 -0.978 -1.032  -0.323
H: 3.080 0.128 -4.637  0.301
H: 2.523 -3.207 -1.527  -0.053
H: -6.760 -3.940 -0.124  0.279
H: 0.017 4.621 -0.044  0.159
H: 3.615 -0.457 -7.008  0.622
H: -1.939 3.705 -3.157  0.440
H: 4.589 -0.726 -4.986  0.322
H: -3.670 -0.235 0.462  -0.248
H: 1.896 -1.286 -6.578  0.174
H: -2.945 2.271 -3.590  0.334
H: -0.227 -0.615 0.630  -0.496
H: 2.466 -3.765 -3.084  0.647
H: -2.877 4.595 1.212  0.356
H: -4.700 2.370 0.158  0.191
H: -6.189 -4.035 -3.207  0.046
H: -4.468 -5.435 -6.006  0.285
H: 6.929 0.664 -0.807  0.511
H: -2.929 -1.367 -0.336  -0.147



ORCA calculation (the ωB97M-V functional and the def2-TZVPD basis) on C5H11NO2 in the gas phase at a distorted geometry.

2S+1 = 1
electronic energy = -10947.09525 eV
relative energy (zero: lowest compared OMol25 entry of this formula, charge and spin) = 209.5 kJ/mol
structure (SMILES) = CN[C@@H](C=O)CCO
strongest force on any atom = 1.43 eV/A

Last column: Mulliken charge in e.
CARTESIAN COORDINATES (ANGSTROEM)
O: 0.704 -2.148 0.308  -0.514
O: -2.032 -0.016 0.854  -0.528
N: 0.796 1.435 -0.040  -0.457
C: -1.918 -0.673 -0.430  -0.738
C: 0.709 -0.955 0.471  0.064
C: -0.868 0.111 -1.236  -0.781
C: 2.112 1.685 0.580  -0.931
C: 0.542 0.126 -0.608  0.304
H: 2.488 2.634 0.195  0.302
H: -2.639 0.725 0.763  0.320
H: 2.068 1.588 1.657  0.311
H: 2.812 0.922 0.218  0.343
H: 0.028 1.684 0.564  0.268
H: 1.266 -0.114 -1.385  0.377
H: -0.794 -0.187 -2.285  0.352
H: -1.375 1.075 -1.198  0.308
H: 0.891 -0.525 1.470  0.283
H: -1.614 -1.658 -0.149  0.348
H: -2.842 -0.593 -1.008  0.370



ORCA calculation (the ωB97M-V functional and the def2-TZVPD basis) on 4 unconnected molecules or ions with the total composition C15H32ClIO12S4 at a distorted geometry.

2S+1 = 1
electronic energy = -104605.81229 eV
structure (SMILES) = O=C1O[C@@H](CCCI)[C@](S)(Cl)O1.CCOS(C)(=O)=O.CCOS(C)(=O)=O.CCOS(C)(=O)=O
strongest force on any atom = 3.60 eV/A

Last column: Mulliken charge in e.
CARTESIAN COORDINATES (ANGSTROEM)
I: -7.603 0.528 5.446  0.011
Cl: -1.156 -0.968 4.621  -0.165
S: -0.526 -4.279 0.519  1.207
S: -3.943 0.135 4.251  -0.209
S: 3.363 1.809 -7.236  1.207
S: 0.966 1.922 -0.639  1.258
O: -1.734 -3.525 0.680  -0.593
O: -0.245 2.676 -0.512  -0.647
O: 1.002 0.686 -1.367  -0.565
O: -2.106 0.820 6.158  -0.332
O: 3.443 2.589 -6.036  -0.545
O: 4.730 0.994 -7.419  -0.276
O: 2.123 2.881 -1.188  -0.292
O: -0.499 -5.506 -0.219  -0.650
O: -2.365 1.314 8.367  -0.430
O: 3.003 2.401 -8.488  -0.651
O: -2.184 -0.846 7.635  -0.416
O: 0.619 -3.310 -0.040  -0.243
C: -2.647 -0.308 5.472  0.503
C: -5.745 -1.742 6.578  -0.269
C: 2.121 3.215 -2.589  -0.267
C: -7.055 -0.943 6.970  -1.146
C: 6.452 2.648 -6.850  -0.965
C: -0.536 -2.002 -1.767  -0.997
C: 0.999 4.170 -2.947  -1.039
C: -2.225 0.543 7.522  0.615
C: 0.159 -4.558 2.123  -0.908
C: 5.885 1.706 -7.895  -0.347
C: -3.156 -1.246 6.611  -0.200
C: -4.540 -0.995 7.274  -0.977
C: 1.620 1.662 0.979  -0.983
C: 2.307 0.430 -6.921  -0.991
C: 0.593 -2.957 -1.435  -0.373
H: -4.464 -1.378 8.317  0.365
H: 2.075 2.306 -3.193  0.294
H: -1.510 -2.465 -1.605  0.389
H: 7.368 3.118 -7.210  0.381
H: 6.634 0.954 -8.144  0.267
H: 2.557 1.116 0.906  0.313
H: 0.022 3.712 -2.791  0.308
H: -5.674 -1.689 5.473  0.295
H: -7.926 -1.616 7.073  0.481
H: -5.804 -2.808 6.878  0.373
H: -2.880 -2.314 6.474  0.495
H: -6.894 -0.355 7.898  0.418
H: 1.094 -5.104 2.027  0.332
H: 1.040 5.063 -2.320  0.275
H: -0.487 -1.693 -2.812  0.391
H: 1.546 -2.474 -1.653  0.261
H: 0.541 -3.859 -2.050  0.341
H: 1.322 0.831 -6.684  0.380
H: 6.665 2.110 -5.924  0.261
H: -0.489 -1.119 -1.132  0.216
H: -0.565 -5.150 2.682  0.364
H: 5.746 3.442 -6.607  0.288
H: 0.309 -3.601 2.617  0.263
H: 2.694 -0.124 -6.069  0.319
H: 2.255 -0.194 -7.809  0.349
H: 1.063 4.465 -3.995  0.381
H: 0.884 1.077 1.530  0.361
H: 5.644 2.238 -8.818  0.323
H: -3.897 -0.829 3.278  0.187
H: 1.760 2.627 1.462  0.359
H: 3.078 3.693 -2.801  0.236
H: -4.832 0.075 7.344  0.405